The following is a DFT calculation (wB97M-V/def2-TZVPD) of 10 unconnected molecules or ions with the total composition C22H67N11O10 in a non-equilibrium geometry.

Properties
- Kohn-Sham gap: 0.34046 hartree
- Calculated total energy: -60762.8062 eV
- SMILES: COC[C@H](C)N.COC[C@H](C)N.COC[C@H](C)N.NC(N)=O.NC(N)=O.NC(N)=O.NC(N)=O.CCO.CCO.CCO
- Relative energy (zero: lowest compared OMol25 entry of this formula, charge and spin): 0.0000 eV
- Charge: 0

Structure (XYZ):
```
110
Properties=species:S:1:pos:R:3:mulliken_charge:R:1
C 3.00479 -4.38910 -0.24976 -0.863
C 4.18369 -5.16541 0.31712 -0.289
O 4.07947 -6.53694 -0.08026 -0.509
H 2.08070 -4.81756 0.13829 0.268
H 3.11563 -4.33324 -1.33268 0.261
H 3.16730 -3.35533 0.05520 0.281
H 4.17980 -4.92774 1.38089 0.225
H 5.16517 -4.79739 0.01815 0.306
H 4.89404 -6.74438 -0.54400 0.316
C -4.14581 2.76142 -6.13440 -0.932
C -4.45855 3.57126 -4.83478 -0.239
O -4.78434 2.68732 -3.72795 -0.504
H -4.24323 3.44784 -6.97549 0.322
H -4.75209 1.87725 -6.33132 0.263
H -3.13253 2.36184 -6.17551 0.281
H -5.25343 4.27620 -5.07833 0.305
H -3.52060 4.07447 -4.59999 0.218
H -3.95057 2.40232 -3.34689 0.283
C 6.92985 -0.67075 3.66651 -0.899
C 7.99497 -0.05080 4.61412 -0.277
O 8.72807 0.88234 3.79993 -0.508
H 7.37337 -1.09505 2.76576 0.301
H 6.08006 -0.00053 3.53703 0.250
H 6.68140 -1.59000 4.19694 0.298
H 8.64184 -0.79006 5.08653 0.256
H 7.45082 0.33353 5.47685 0.283
H 8.72741 1.72831 4.25375 0.296
C -1.69826 -4.32867 3.09626 0.765
O -1.47740 -3.29279 3.71892 -0.707
N -2.24720 -4.35458 1.96321 -0.317
N -1.28977 -5.46679 3.41876 -0.389
H -2.65633 -3.61178 1.41461 0.166
H -2.38515 -5.28761 1.60191 0.099
H -1.73445 -6.25499 2.97031 0.172
H -0.64122 -5.54177 4.18938 0.217
C 3.64138 4.64450 1.00134 0.674
O 3.90273 3.47660 0.68340 -0.689
N 4.45776 5.45782 1.53958 -0.383
N 2.52656 5.25090 0.86021 -0.374
H 5.44093 5.22725 1.55778 0.228
H 4.18276 6.40656 1.75024 0.160
H 2.35030 6.23976 0.96592 0.177
H 1.79303 4.65398 0.50563 0.208
C -0.26727 0.56804 -0.55741 0.705
O -1.43524 0.49718 -0.80757 -0.693
N 0.58060 1.24408 -1.27640 -0.402
N 0.23929 0.08053 0.48807 -0.345
H 1.46723 1.53590 -0.89062 0.152
H 0.23220 1.65962 -2.12847 0.213
H 1.19072 0.31627 0.73161 0.162
H -0.33354 -0.66666 0.85367 0.206
C -5.99299 0.82107 4.57393 0.704
O -6.95501 1.36697 4.05256 -0.658
N -4.81733 0.60507 4.06905 -0.361
N -6.00878 0.23561 5.78532 -0.437
H -4.20350 -0.04879 4.53357 0.181
H -4.70396 0.98280 3.13923 0.202
H -5.22702 -0.15455 6.29199 0.170
H -6.91807 0.24335 6.22492 0.205
C 5.21314 1.13454 -6.75442 -1.493
C 4.74022 -0.28923 -7.01776 0.540
C 5.70209 -1.15759 -7.82998 -0.700
O 4.94685 -2.34323 -8.27978 -0.311
C 5.91660 -3.32991 -8.70762 -0.758
N 4.39596 -0.92457 -5.75870 -0.698
H 6.20092 1.01414 -6.30954 0.361
H 4.60430 1.68210 -6.03499 0.388
H 5.39514 1.71316 -7.66005 0.365
H 3.83978 -0.12474 -7.60959 0.225
H 6.51860 -1.45600 -7.17245 0.355
H 6.05384 -0.73247 -8.77001 0.360
H 5.24043 -4.15665 -8.92535 0.268
H 6.57575 -3.66925 -7.90859 0.328
H 6.57181 -3.13219 -9.55597 0.292
H 3.62285 -1.53454 -5.98305 0.251
H 4.13053 -0.19192 -5.11615 0.227
C -6.51934 -4.16330 -1.91674 -1.399
C -5.74757 -2.94189 -2.25489 0.457
C -6.00694 -2.39437 -3.68389 -0.652
O -5.71349 -3.36047 -4.65052 -0.326
C -5.90526 -2.79804 -5.91986 -0.751
N -5.88363 -1.98371 -1.19161 -0.667
H -6.49461 -4.89601 -2.72335 0.350
H -7.58270 -3.96772 -1.77850 0.319
H -6.20805 -4.70383 -1.02286 0.311
H -4.69700 -3.23163 -2.23333 0.252
H -5.28813 -1.59151 -3.84765 0.356
H -6.97835 -1.89996 -3.68868 0.332
H -5.80444 -3.57681 -6.67581 0.263
H -5.16371 -2.00440 -6.01112 0.307
H -6.88821 -2.38921 -6.15391 0.314
H -5.19732 -1.24366 -1.22928 0.271
H -6.80867 -1.59461 -1.30566 0.265
C -0.60237 3.30604 6.11891 -1.588
C -0.26906 4.27485 7.23098 0.773
C -1.43657 4.67859 8.08594 -0.728
O -2.44919 5.30110 7.27501 -0.339
C -3.71764 5.13269 7.81858 -0.689
N 0.77483 3.54660 7.94756 -0.816
H -1.59366 3.57094 5.75115 0.388
H -0.67282 2.24768 6.36997 0.381
H 0.14485 3.32277 5.32551 0.365
H 0.20492 5.14841 6.78339 0.236
H -1.06074 5.45160 8.75623 0.234
H -1.85285 3.84131 8.64610 0.411
H -4.38423 5.95420 7.55612 0.248
H -3.60993 5.12925 8.90324 0.341
H -4.27693 4.29573 7.40049 0.237
H 1.44062 4.21518 8.30790 0.252
H 1.32886 3.17804 7.18774 0.287
```